Record 1
Here is a structure of composition C12H21AuB2F4N4O5 in a non-equilibrium geometry from OMol25. Energies are from ωB97M-V/def2-TZVPD.

CARTESIAN COORDINATES (ANGSTROEM)
Au1 -0.47 0.46 -0.20
C1 1.59 3.02 2.49
C2 1.11 2.17 1.38
N1 0.02 1.47 1.44
O1 -0.75 1.37 2.51
B1 -2.28 1.28 2.17
F1 -2.50 2.18 1.15
F2 -2.93 1.40 3.32
O2 -2.62 -0.12 1.60
N2 -2.22 -0.30 0.35
C3 -2.86 -0.97 -0.54
C4 -4.21 -1.54 -0.31
C5 -2.13 -1.09 -1.85
N3 -0.98 -0.52 -1.86
O3 -0.13 -0.55 -2.87
B2 0.67 0.77 -3.06
F3 1.33 0.64 -4.21
F4 -0.21 1.80 -2.88
O4 1.76 0.91 -1.95
N4 1.27 1.25 -0.77
C6 1.84 2.04 0.08
C7 3.10 2.76 -0.20
C8 -2.70 -1.76 -3.05
H1 0.84 3.07 3.28
H2 1.79 4.03 2.12
H3 2.52 2.63 2.90
H4 -4.50 -1.42 0.73
H5 -4.23 -2.60 -0.58
H6 -4.93 -1.03 -0.95
H7 3.50 2.48 -1.17
H8 3.84 2.56 0.58
H9 2.91 3.84 -0.19
H10 -3.45 -2.50 -2.78
H11 -1.90 -2.22 -3.63
H12 -3.17 -1.01 -3.68
C9 2.98 -1.67 0.99
C10 1.52 -3.33 0.32
C11 1.91 -3.93 -0.96
C12 1.11 -4.23 1.41
O5 1.62 -2.07 0.51
H13 3.47 -2.64 1.06
H14 2.82 -1.17 1.93
H15 3.38 -1.01 0.22
H16 2.59 -4.78 -0.83
H17 2.30 -3.20 -1.67
H18 1.01 -4.37 -1.40
H19 1.70 -5.15 1.44
H20 0.09 -4.55 1.18
H21 1.08 -3.73 2.38

* 2S+1: 1
* orbital gap: 7.62 eV
* total charge: +2
* HOMO energy: -16.17 eV
* energy relative to the best compared isomer or geometry (same formula, charge and spin): 0.867 eV

Mulliken population analysis, charges in e, atoms 1 to 5:
1 Au 1.10
2 C -1.49
3 C 0.67
4 N 0.24
5 O -0.46

Record 2
Here is the ion C5H12N3O with charge +1 in a non-equilibrium geometry from OMol25. Energies are from ωB97M-V/def2-TZVPD.

CARTESIAN COORDINATES (ANGSTROEM)
C1 -1.19 0.78 1.23
C2 -0.78 -0.12 0.05
C3 -1.30 0.44 -1.31
C4 -1.19 -1.57 0.12
N1 0.62 -0.08 -0.06
N2 1.29 1.24 0.11
C5 2.63 0.93 0.02
O1 2.77 -0.55 -0.07
N3 1.47 -1.03 -0.16
H1 -1.52 0.19 2.11
H2 -0.28 1.49 1.53
H3 -1.99 1.40 0.86
H4 -1.16 -0.36 -2.06
H5 -0.67 1.22 -1.65
H6 -2.23 1.05 -1.09
H7 -0.90 -2.11 -0.79
H8 -0.77 -2.11 0.96
H9 -2.18 -1.59 0.08
H10 3.01 1.37 -0.97
H11 3.03 1.43 0.90
H12 1.33 -2.02 0.20

* 2S+1: 1
* orbital gap (alpha / beta): 8.69 / 8.23 eV
* total charge: +1
* structure (SMILES): CC(C)(C)[N+]1=NCON1
* HOMO energy (alpha / beta): -14.23 / -13.78 eV
* energy relative to the best compared isomer or geometry (same formula, charge and spin): 7.992 eV

Mulliken population analysis, charges in e, atoms 1 to 5:
1 C -1.13
2 C 1.57
3 C -1.36
4 C -2.25
5 N 0.84

Record 3
Here is the molecule C4H5NO2 in a non-equilibrium geometry from OMol25. Energies are from ωB97M-V/def2-TZVPD.

CARTESIAN COORDINATES (ANGSTROEM)
C1 0.69 -0.71 -0.22
C2 -0.48 -0.19 0.67
O1 -0.52 1.25 0.59
C3 -1.71 1.61 0.03
N1 -2.53 0.69 -0.35
C4 -1.97 -0.53 -0.04
O2 -2.46 -1.57 -0.21
H1 1.49 -1.15 0.22
H2 0.99 0.09 -0.78
H3 0.32 -1.41 -0.95
H4 -0.62 -0.42 1.77
H5 -1.95 2.60 -0.10

* 2S+1: 1
* orbital gap: 10.30 eV
* structure (SMILES): C[C@H]1OC=NC1=O
* HOMO energy: -9.81 eV
* energy relative to the best compared isomer or geometry (same formula, charge and spin): 1.331 eV

Mulliken population analysis, charges in e, atoms 1 to 5:
1 C -1.41
2 C 0.39
3 O -0.39
4 C 0.03
5 N -0.52

Record 4
Here is a structure of composition C18H16GaN4OS in a non-equilibrium geometry from OMol25. Energies are from ωB97M-V/def2-TZVPD.

CARTESIAN COORDINATES (ANGSTROEM)
Ga1 -0.34 -0.79 -1.80
O1 -0.48 -2.83 -2.72
C1 0.67 -3.55 -3.18
C2 1.89 -2.70 -2.99
C3 3.12 -3.09 -3.51
C4 4.22 -2.28 -3.31
C5 4.09 -1.10 -2.58
C6 2.84 -0.77 -2.09
N1 1.78 -1.56 -2.30
H1 -1.27 -3.35 -2.93
H2 0.56 -3.81 -4.23
H3 0.79 -4.47 -2.60
H4 3.19 -4.01 -4.07
H5 5.18 -2.56 -3.72
H6 4.92 -0.45 -2.39
H7 2.68 0.12 -1.51
N2 -1.59 1.54 2.31
C7 -1.31 0.88 3.50
C8 -1.63 1.47 4.72
C9 -1.33 0.82 5.90
C10 -0.71 -0.45 5.88
C11 -0.41 -1.06 4.69
C12 -0.69 -0.40 3.49
S1 -0.28 -1.13 1.98
N3 -0.68 -0.03 0.85
C13 -1.25 1.12 1.08
C14 -1.50 2.01 -0.09
C15 -2.11 3.25 0.00
C16 -2.24 4.03 -1.15
C17 -1.77 3.55 -2.35
C18 -1.19 2.28 -2.36
N4 -1.06 1.55 -1.27
H8 -2.07 2.42 2.41
H9 -2.11 2.44 4.74
H10 -1.57 1.28 6.84
H11 -0.49 -0.94 6.81
H12 0.05 -2.04 4.67
H13 -2.50 3.65 0.93
H14 -2.72 5.00 -1.09
H15 -1.85 4.12 -3.26
H16 -0.82 1.86 -3.29

* 2S+1: 1
* orbital gap (alpha / beta): 6.72 / 5.06 eV
* total charge: +3
* HOMO energy (alpha / beta): -18.18 / -17.43 eV

Mulliken population analysis, charges in e, atoms 1 to 5:
1 Ga 1.12
2 O -0.45
3 C -0.48
4 C 0.63
5 C -0.72

Record 5
Here is the molecule C3H5NO5S in a non-equilibrium geometry from OMol25. Energies are from ωB97M-V/def2-TZVPD.

CARTESIAN COORDINATES (ANGSTROEM)
N1 0.42 1.70 0.19
C1 0.66 0.62 -0.61
C2 1.98 -0.07 -0.21
O1 2.85 -0.18 -1.03
O2 2.09 -0.26 1.08
S1 -0.67 -1.00 -0.03
O3 -0.48 -2.32 -0.56
O4 -0.51 -0.79 1.39
C3 -2.45 -0.72 -0.44
O5 -2.98 0.35 -0.55
H1 -0.19 2.40 -0.10
H2 0.67 1.43 1.13
H3 0.37 0.73 -1.70
H4 1.26 -0.27 1.57
H5 -3.00 -1.63 -0.13

* 2S+1: 1
* orbital gap: 8.65 eV
* structure (SMILES): N[C@@H](C(=O)O)S(=O)(=O)C=O
* HOMO energy: -9.26 eV
* energy relative to the best compared isomer or geometry (same formula, charge and spin): 0.126 eV

Mulliken population analysis, charges in e, atoms 1 to 5:
1 N -0.23
2 C -0.52
3 C 0.69
4 O -0.54
5 O -0.46

Record 6
Here is the molecule C14H16N2O2S from OMol25. Energies are from ωB97M-V/def2-TZVPD.

CARTESIAN COORDINATES (ANGSTROEM)
C1 1.59 3.61 -4.99
C2 1.32 3.28 -3.54
O1 1.18 1.86 -3.41
C3 1.08 1.38 -2.18
O2 1.11 2.05 -1.18
C4 0.90 -0.13 -2.21
S1 1.60 -0.88 -0.72
C5 0.18 -0.83 0.32
N1 -0.96 -0.48 -0.21
C6 -2.05 -0.44 0.58
C7 -3.31 -0.02 -0.10
C8 -4.52 -0.07 0.82
N2 -2.06 -0.74 1.85
C9 -0.91 -1.12 2.43
C10 -0.88 -1.45 3.80
C11 0.29 -1.83 4.39
C12 1.48 -1.90 3.65
C13 1.49 -1.58 2.32
C14 0.30 -1.19 1.69
H1 1.70 4.69 -5.10
H2 0.77 3.26 -5.61
H3 2.51 3.13 -5.32
H4 0.40 3.75 -3.18
H5 2.14 3.61 -2.89
H6 -0.17 -0.36 -2.19
H7 1.39 -0.56 -3.09
H8 -3.16 1.00 -0.48
H9 -3.46 -0.66 -0.97
H10 -4.67 -1.08 1.19
H11 -5.41 0.26 0.29
H12 -4.37 0.58 1.68
H13 -1.81 -1.39 4.35
H14 0.30 -2.09 5.44
H15 2.39 -2.20 4.15
H16 2.40 -1.63 1.74

* 2S+1: 1
* orbital gap: 8.72 eV
* structure (SMILES): CCOC(=O)CSc1nc(CC)nc2ccccc12
* HOMO energy: -8.56 eV
* energy relative to the best compared isomer or geometry (same formula, charge and spin): 0.160 eV

Mulliken population analysis, charges in e, atoms 1 to 5:
1 C -1.20
2 C -0.19
3 O -0.29
4 C 0.48
5 O -0.56

Record 7
Here is a structure of composition C45H47F6N6O7PY in a non-equilibrium geometry from OMol25. Energies are from ωB97M-V/def2-TZVPD.

CARTESIAN COORDINATES (ANGSTROEM)
Y1 0.72 -0.20 -0.56
C1 -2.79 3.40 -0.42
C2 -3.27 3.37 -1.71
C3 -2.74 2.46 -2.61
C4 -1.73 1.59 -2.19
N1 -1.27 1.61 -0.93
C5 -1.79 2.48 -0.05
C6 -1.05 0.72 -3.16
C7 -1.62 0.48 -4.42
C8 -0.88 -0.05 -5.45
C9 0.46 -0.29 -5.25
C10 0.98 -0.19 -3.96
C11 0.25 0.24 -2.84
H1 -3.15 4.12 0.30
H2 -4.04 4.07 -2.03
H3 -3.08 2.48 -3.64
H4 -0.64 1.75 1.49
H5 -2.67 0.69 -4.59
H6 -1.34 -0.22 -6.42
H7 1.10 -0.61 -6.07
H8 2.04 -0.41 -3.85
O1 2.56 -3.45 1.22
C12 2.37 -2.22 1.35
O2 2.44 -1.41 0.38
C13 2.07 -1.66 2.72
C14 2.59 -2.31 3.81
C15 2.38 -1.85 5.11
C16 1.59 -0.71 5.30
C17 1.01 -0.06 4.21
C18 1.25 -0.48 2.84
O3 0.75 0.13 1.84
N2 0.19 1.03 4.48
O4 -0.53 1.50 3.57
O5 0.14 1.49 5.63
N3 2.93 -2.52 6.21
O6 2.64 -2.13 7.36
O7 3.69 -3.49 6.02
H9 3.19 -3.19 3.65
H10 1.40 -0.33 6.29
F1 2.67 1.47 -0.04
P1 3.61 1.55 -1.39
F2 4.48 1.60 -2.76
F3 4.87 0.97 -0.58
F4 4.04 3.06 -1.02
F5 3.18 0.00 -1.80
F6 2.30 2.11 -2.19
C19 -5.13 2.63 2.54
C20 -3.68 2.25 2.84
C21 -3.60 1.49 4.17
C22 -2.77 3.45 2.89
C23 -3.08 4.51 3.73
C24 -2.24 5.60 3.83
C25 -1.06 5.62 3.11
C26 -0.71 4.57 2.26
C27 0.62 4.67 1.55
C28 0.57 4.45 0.04
C29 1.64 3.71 2.18
C30 -1.59 3.49 2.13
N4 -1.31 2.47 1.20
H11 -5.74 1.74 2.43
H12 -5.18 3.21 1.62
H13 -5.55 3.23 3.34
H14 -3.33 1.58 2.06
H15 -4.01 2.08 4.99
H16 -2.56 1.28 4.39
H17 -4.15 0.56 4.10
H18 -3.98 4.47 4.33
H19 -2.50 6.43 4.47
H20 -0.39 6.46 3.21
H21 0.99 5.69 1.73
H22 0.57 3.39 -0.20
H23 1.46 4.87 -0.42
H24 -0.30 4.92 -0.40
H25 1.34 2.67 2.02
H26 1.71 3.88 3.25
H27 2.61 3.86 1.72
C31 3.44 -4.22 -3.76
N5 2.66 -3.97 -2.55
C32 3.55 -3.47 -1.48
C33 1.50 -3.05 -2.79
C34 0.40 -3.43 -1.84
C35 -0.19 -4.68 -2.04
C36 -1.00 -5.23 -1.08
C37 -1.17 -4.54 0.11
C38 -0.65 -3.26 0.25
C39 0.10 -2.61 -0.74
H28 4.25 -4.92 -3.56
H29 3.86 -3.28 -4.11
H30 2.80 -4.63 -4.55
H31 2.24 -4.84 -2.20
H32 3.89 -2.46 -1.71
H33 4.40 -4.13 -1.36
H34 3.02 -3.43 -0.50
H35 1.19 -3.17 -3.84
H36 1.82 -2.03 -2.61
H37 -0.02 -5.22 -2.98
H38 -1.48 -6.20 -1.24
H39 -1.72 -4.99 0.92
H40 -0.83 -2.77 1.20
C40 -5.43 -3.11 1.68
C41 -4.30 -2.25 1.19
C42 -3.44 -1.59 2.07
C43 -2.40 -0.84 1.55
N6 -2.15 -0.71 0.25
C44 -2.98 -1.34 -0.59
C45 -4.06 -2.09 -0.17
H41 -5.71 -2.84 2.70
H42 -5.13 -4.16 1.69
H43 -6.30 -3.02 1.04
H44 -3.58 -1.66 3.14
H45 -1.72 -0.31 2.20
H46 -2.76 -1.22 -1.64
H47 -4.70 -2.57 -0.90

* 2S+1: 2
* orbital gap (alpha / beta): 2.90 / 6.00 eV
* total charge: -2
* HOMO energy (alpha / beta): 0.48 / -2.62 eV
* energy relative to the best compared isomer or geometry (same formula, charge and spin): 1.316 eV

Mulliken population analysis, charges in e, atoms 1 to 5:
1 Y -2.24
2 C -1.53
3 C -1.40
4 C -1.77
5 C 0.28

Record 8
Here is a cluster of 2 separate species, C4H13NO2 in total in a non-equilibrium geometry from OMol25. Energies are from ωB97M-V/def2-TZVPD.

CARTESIAN COORDINATES (ANGSTROEM)
C1 -2.03 -2.91 -0.36
C2 -0.69 -2.22 -0.26
N1 -0.82 -0.79 -0.62
C3 -0.55 0.16 0.44
C4 0.92 0.31 0.76
O1 1.22 1.52 1.50
H1 -2.46 -2.74 -1.36
H2 -2.77 -2.44 0.29
H3 -2.01 -3.97 -0.25
H4 0.07 -2.64 -0.92
H5 -0.28 -2.30 0.75
H6 -0.33 -0.57 -1.47
H7 -1.08 -0.20 1.33
H8 -1.07 1.11 0.30
H9 1.22 -0.50 1.44
H10 1.59 0.25 -0.10
H11 1.47 1.24 2.38
O2 1.61 3.37 -1.38
H12 1.56 4.30 -1.51
H13 1.13 3.25 -0.55

* 2S+1: 1
* orbital gap: 9.50 eV
* structure (SMILES): CCNCCO.O
* HOMO energy: -8.69 eV
* energy relative to the best compared isomer or geometry (same formula, charge and spin): 1.122 eV

Mulliken population analysis, charges in e, atoms 1 to 5:
1 C -1.23
2 C -0.28
3 N -0.33
4 C -0.71
5 C -0.39

Record 9
Here is a structure of composition C33H40N6OY in a non-equilibrium geometry from OMol25. Energies are from ωB97M-V/def2-TZVPD.

CARTESIAN COORDINATES (ANGSTROEM)
Y1 0.40 0.43 1.02
N1 1.25 -0.45 5.47
N2 0.38 2.57 0.10
C1 -1.64 -1.51 -0.44
C2 -2.15 -0.99 0.78
C3 -1.75 -1.91 1.83
C4 -2.16 -1.86 3.17
H1 -3.03 -1.25 3.40
H2 -1.07 -0.92 4.18
H3 -1.90 -2.72 3.81
C5 -0.87 -2.88 1.24
C6 -0.28 -4.02 1.97
H4 -1.00 -4.42 2.70
H5 0.62 -3.71 2.50
H6 -0.02 -4.83 1.27
C7 -0.80 -2.62 -0.14
C8 -0.06 -3.46 -1.11
H7 1.01 -3.51 -0.84
H8 -0.13 -3.05 -2.12
H9 -0.44 -4.50 -1.13
C9 -3.27 -0.04 0.94
H10 -4.24 -0.58 1.01
H11 -3.34 0.65 0.09
H12 -3.17 0.55 1.86
C10 -2.16 -1.17 -1.79
H13 -1.38 -1.30 -2.56
H14 -2.51 -0.13 -1.83
H15 -3.01 -1.82 -2.06
C11 2.57 -0.34 5.56
H16 3.11 -1.00 6.26
C12 3.36 0.57 4.81
H17 4.46 0.58 4.92
C13 2.71 1.40 3.89
H18 3.27 2.10 3.26
C14 1.33 1.30 3.72
H19 0.72 2.00 3.11
C15 0.60 0.35 4.56
C16 -0.74 0.14 4.33
H20 -1.41 0.95 4.06
C17 -0.08 1.87 -0.94
C18 -0.36 3.77 0.17
H21 -0.21 4.47 0.99
C19 -1.13 3.88 -0.94
H22 -1.75 4.71 -1.30
N3 -0.89 2.70 -1.68
C20 -1.50 2.33 -2.91
C21 -2.88 2.53 -3.14
C22 -3.41 2.10 -4.36
H23 -4.47 2.27 -4.60
C23 -2.62 1.42 -5.30
C24 -3.14 1.03 -6.68
H24 -2.70 0.07 -7.01
H25 -2.87 1.79 -7.43
H26 -4.24 0.94 -6.67
C25 -1.30 1.09 -4.97
H27 -0.69 0.48 -5.63
C26 -0.74 1.54 -3.77
C27 0.63 1.18 -3.37
H28 1.24 2.04 -3.08
H29 1.14 0.71 -4.21
H30 0.63 0.45 -2.55
C28 -3.81 3.07 -2.10
H31 -3.58 4.10 -1.82
H32 -3.81 2.46 -1.20
H33 -4.83 3.07 -2.50
C29 4.43 -2.56 2.83
N4 4.06 -1.70 1.69
C30 5.07 -1.34 0.83
C31 4.83 -0.47 -0.20
C32 3.57 0.16 -0.26
N5 2.55 -0.33 0.48
C33 2.79 -1.24 1.48
O1 1.80 -1.53 2.22
N6 3.30 1.25 -0.99
H34 3.57 -2.75 3.48
H35 5.22 -2.08 3.42
H36 4.82 -3.52 2.46
H37 6.04 -1.79 1.06
H38 5.61 -0.17 -0.90
H39 4.03 1.71 -1.51
H40 2.39 1.73 -0.89

* 2S+1: 1
* orbital gap (alpha / beta): 4.65 / 4.44 eV
* total charge: -1
* HOMO energy (alpha / beta): -2.26 / -2.05 eV

Mulliken population analysis, charges in e, atoms 1 to 5:
1 Y 0.58
2 N -0.71
3 N -0.36
4 C 1.53
5 C -0.32

Record 10
Here is a cluster of 2 separate species, C4H7NO in total in a non-equilibrium geometry from OMol25. Energies are from ωB97M-V/def2-TZVPD.

CARTESIAN COORDINATES (ANGSTROEM)
C1 0.52 -1.39 0.28
C2 -0.83 1.93 -0.95
C3 1.90 -1.33 0.98
C4 -2.19 2.26 -1.29
N1 0.25 1.71 -0.66
O1 0.59 -2.05 -0.83
H1 1.73 -1.73 2.04
H2 2.15 -0.21 1.09
H3 2.58 -1.98 0.42
H4 -2.35 2.56 -2.37
H5 -2.62 2.96 -0.60
H6 -2.89 1.33 -1.41
H7 1.49 -2.46 -1.02

* 2S+1: 1
* orbital gap: 9.14 eV
* HOMO energy: -8.21 eV
* energy relative to the best compared isomer or geometry (same formula, charge and spin): 4.157 eV

Mulliken population analysis, charges in e, atoms 1 to 5:
1 C -0.04
2 C 0.36
3 C -0.76
4 C -0.80
5 N -0.32

Record 11
Here is a cluster of 2 separate species, C5H9NO in total from OMol25. Energies are from ωB97M-V/def2-TZVPD.

CARTESIAN COORDINATES (ANGSTROEM)
C1 0.47 -0.63 0.30
C2 1.06 -1.17 -0.99
C3 -0.66 1.17 -1.04
N1 1.31 0.07 1.18
C4 -1.73 1.32 -0.24
C5 -1.65 0.52 0.92
O1 -0.10 1.17 -2.08
H1 -0.09 -1.40 0.82
H2 1.72 -0.46 1.94
H3 1.99 0.67 0.74
H4 -2.57 1.97 -0.51
H5 1.78 -1.96 -0.75
H6 1.58 -0.40 -1.56
H7 0.29 -1.59 -1.63
H8 -2.58 0.12 1.34
H9 -0.81 0.58 1.58

* 2S+1: 1
* orbital gap (alpha / beta): 7.46 / 6.81 eV
* HOMO energy (alpha / beta): -7.06 / -6.78 eV
* energy relative to the best compared isomer or geometry (same formula, charge and spin): 5.433 eV

Mulliken population analysis, charges in e, atoms 1 to 5:
1 C -0.42
2 C -1.15
3 C 0.76
4 N -0.42
5 C -0.53

Record 12
Here is the molecule C5H4N2O in a non-equilibrium geometry from OMol25. Energies are from ωB97M-V/def2-TZVPD.

CARTESIAN COORDINATES (ANGSTROEM)
C1 -1.99 -1.19 -0.16
C2 -0.78 -0.59 -0.02
C3 0.44 -1.40 0.12
N1 1.72 -0.99 0.02
N2 1.91 0.37 -0.15
C4 0.92 1.17 -0.03
C5 -0.50 0.85 0.06
O1 -1.31 1.78 0.09
H1 -2.84 -0.55 -0.06
H2 -2.12 -2.29 -0.18
H3 0.27 -2.46 0.56
H4 1.14 2.29 -0.05

* 2S+1: 1
* orbital gap: 7.90 eV
* structure (SMILES): C=C1C=NN=CC1=O
* HOMO energy: -9.86 eV
* energy relative to the best compared isomer or geometry (same formula, charge and spin): 2.483 eV

Mulliken population analysis, charges in e, atoms 1 to 5:
1 C -0.78
2 C 0.49
3 C -0.19
4 N -0.45
5 N -0.39